DFT (ωB97M-V/def2-TZVPD) results for a single C10H18N4S molecule in a non-equilibrium geometry.

Geometry as XYZ:
```
33
Properties=species:S:1:pos:R:3:forces:R:3
S 3.380108 1.166784 -0.806555 0.6 -1.4 1.9
N -2.088728 0.912490 -0.829565 -0.9 0.2 0.1
N -2.072201 -0.865449 0.390196 -1.6 -4.6 -1.6
N 0.340948 0.868902 1.442346 -4.1 3.2 -0.5
N -2.633008 -0.099838 -1.746760 2.2 0.4 5.0
C -1.758473 -1.857784 1.448350 -1.2 -1.4 -0.3
C -1.842112 0.403322 0.406851 -0.1 4.1 -3.6
C -0.030984 -3.567489 0.188708 -2.0 -0.6 -0.9
C 2.301011 0.387038 0.544043 1.1 -0.6 -2.1
C 0.899999 0.695484 0.104584 -0.3 -2.7 2.1
C -2.552096 -1.145269 -0.954563 -1.5 -2.4 -1.3
C 0.828280 1.884688 -0.790922 -2.2 -1.1 0.0
C -0.356077 -2.414964 1.220234 3.6 0.7 -0.9
C 1.994762 1.832689 -1.674705 1.4 0.8 -5.3
C -1.124919 1.297625 1.393173 1.4 -5.4 2.3
H 1.026346 2.824849 -0.410663 0.2 1.6 2.6
H 2.024312 1.278330 -2.743921 -0.8 1.2 2.4
H -1.862838 -1.284323 2.455075 0.0 -1.5 -1.7
H -2.995089 -2.191484 -1.436254 1.5 2.6 2.2
H 0.456966 0.243024 2.204287 0.6 -1.0 -0.1
H -2.480468 -2.789795 1.275152 1.0 2.3 0.9
H 0.000525 -3.249025 -1.022822 0.0 -1.0 3.5
H -1.500452 1.212560 2.448149 0.1 0.1 -1.0
H 0.176855 -2.928249 2.086432 -1.1 1.6 -0.2
H -0.230320 2.025938 -1.082147 0.8 -0.5 -1.2
H 2.215343 1.036308 1.340773 1.9 1.3 2.0
H 0.885040 -4.160195 0.572057 -1.3 1.2 -1.2
H -1.204173 2.242920 1.092695 -0.4 3.8 -1.3
H 2.421756 -0.659389 0.955647 0.4 1.0 -1.1
H 2.238173 2.934798 -1.878263 0.0 -1.6 -0.3
H 0.452128 -0.243561 -0.296057 0.1 0.9 -0.9
H 0.244002 -1.512191 0.800839 -0.6 -1.6 1.5
H -0.935268 -4.253837 0.435853 1.5 0.4 -1.2
```
Positions in Å, forces in eV/Å.

Values from the calculation:
* E_tot: -27452.1782 eV
* orbital gap: 8.706 eV
* LUMO: 0.5 eV
* net charge: 0
* SMILES: CCCn1cnnc1CN[C@H]1CCSC1
* highest occupied orbital energy: -8.19 eV
* energy above the lowest of the compared OMol25 structures with the same formula, charge and spin: 607.5 kJ/mol